Record 1
Density functional theory data (wB97M-V/def2-TZVPD) for a molecular structure, C2HF3O2.

The calculation puts the total energy at -526.8518 a.u. For the relative energy (zero: lowest compared OMol25 entry of this formula, charge and spin), the calculation gives 186.8 kJ/mol. The LUMO energy is 0.567 eV. For the HOMO energy, the calculation gives -11.01 eV.

The geometry in XYZ format:
```
8
C2HF3O2 (wB97M-V/def2-TZVPD)
C -0.9177 0.1088 1.0926
C 0.4007 -0.1580 -0.3349
O -1.3278 1.1157 1.4422
O 0.3793 0.9733 -1.1349
F -1.0648 -1.0952 1.6112
F 1.5732 -0.6468 0.0407
F -0.1804 -1.2004 -0.9474
H 1.1375 0.9026 -1.7696
```

Record 2
Density functional theory data (wB97M-V/def2-TZVPD) for C3H2N2OS in the gas phase.

The calculation puts the total energy at -698.3501 a.u. For the relative energy (zero: lowest compared OMol25 entry of this formula, charge and spin), the calculation gives 239.2 kJ/mol. The LUMO energy is -1.086 eV. For the HOMO energy, the calculation gives -9.82 eV.

The geometry in XYZ format:
```
9
C3H2N2OS (wB97M-V/def2-TZVPD)
C -1.9169 -0.5140 -0.0094
N -0.8292 0.1363 -0.0063
O 0.2455 -0.7434 0.0077
C 1.4577 -0.1401 -0.0049
S 2.8189 -0.9868 -0.0042
C 1.4428 1.3115 0.0037
N 1.5548 2.4606 -0.0031
H -2.8300 0.0783 0.0029
H -1.9434 -1.6023 0.0135
```

Record 3
Density functional theory data (wB97M-V/def2-TZVPD) for 13 unconnected molecules or ions with the total composition C33H72O33.

The calculation puts the total energy at -3783.4790 a.u. For the relative energy (zero: lowest compared OMol25 entry of this formula, charge and spin), the calculation gives 0.0 kJ/mol. The LUMO energy is 0.662 eV. For the HOMO energy, the calculation gives -10.02 eV.

The geometry in XYZ format:
```
138
C33H72O33 (wB97M-V/def2-TZVPD)
C -2.8048 1.5686 -4.5078
O -2.7051 2.3344 -3.2973
C -1.6401 3.1698 -3.2466
O -0.8166 3.2489 -4.1061
O -1.6593 3.8014 -2.1080
C -0.4867 4.5459 -1.6858
H -3.3636 0.6964 -4.1746
H -1.8427 1.3131 -4.9030
H -3.3463 2.0645 -5.2892
H -0.6248 4.7044 -0.6098
H -0.4132 5.5868 -2.0626
H 0.5186 4.1573 -1.8721
C 1.9397 -4.9891 -7.3976
O 2.0738 -4.8567 -5.9616
C 0.9465 -4.5641 -5.3269
O -0.1073 -4.2444 -5.8799
O 1.1838 -4.7054 -4.0389
C 0.1537 -4.8228 -3.0170
H 0.8912 -5.1220 -7.6640
H 2.5314 -5.7824 -7.8204
H 2.1328 -4.0405 -7.8531
H 0.6838 -4.9946 -2.0674
H -0.5805 -5.6336 -3.1980
H -0.4783 -3.9067 -2.9142
C 0.0080 -3.1808 0.8670
O -1.3539 -3.3969 1.2163
C -1.5070 -3.7643 2.4663
O -0.5460 -3.9240 3.2783
O -2.7946 -3.9276 2.7235
C -3.1471 -4.3697 4.0787
H 0.0678 -2.8337 -0.1602
H 0.6044 -4.1225 1.0013
H 0.3716 -2.5239 1.5966
H -4.2025 -4.6081 3.9423
H -2.9648 -3.4880 4.7288
H -2.6024 -5.2795 4.4104
C 5.0462 0.9111 -2.8532
O 4.8487 2.0329 -1.9490
C 3.7288 1.9102 -1.2146
O 3.0466 0.9100 -1.1492
O 3.5236 3.0475 -0.5992
C 2.3725 3.0847 0.3642
H 5.1067 -0.0546 -2.3275
H 5.9808 1.1504 -3.3937
H 4.0799 0.7636 -3.3713
H 1.6260 2.3297 0.2022
H 1.9620 4.0843 0.3924
H 2.7702 2.9751 1.3474
C -4.4899 2.1893 -0.3980
O -4.5858 2.3129 1.0672
C -5.0037 1.2507 1.7380
O -5.3389 0.2191 1.2575
O -4.9210 1.4655 3.0815
C -5.1324 0.2895 3.8794
H -5.4465 2.1791 -0.8605
H -3.9293 1.2792 -0.6869
H -3.8279 3.0348 -0.5906
H -4.3933 0.3880 4.6895
H -4.8907 -0.6106 3.3202
H -6.1345 0.1811 4.2200
C 2.3638 -0.2878 2.7434
O 2.8360 1.0062 3.2666
C 2.2186 1.3589 4.4066
O 1.2901 0.7879 4.9309
O 2.6721 2.5649 4.7331
C 2.2620 3.1492 5.9496
H 2.6452 -1.1184 3.3724
H 2.8309 -0.3430 1.7749
H 1.2701 -0.3572 2.7422
H 2.5199 2.4279 6.7339
H 1.1830 3.4163 5.8562
H 2.7659 4.1137 6.1183
C 3.9652 -2.6072 -1.5082
O 3.7406 -1.9874 -2.8252
C 2.4596 -1.5876 -2.9410
O 1.5702 -1.9048 -2.2065
O 2.3887 -0.7246 -3.9932
C 1.0096 -0.1026 -4.2095
H 3.4163 -3.5181 -1.3637
H 3.7248 -1.8676 -0.7030
H 5.0322 -2.7993 -1.4954
H 0.2968 -0.9152 -4.1342
H 1.0518 0.2515 -5.2430
H 0.8670 0.6797 -3.4985
C -2.7991 -2.6270 -5.7109
O -3.4779 -1.7498 -4.8113
C -3.3617 -2.2228 -3.5653
O -2.8001 -3.2578 -3.3485
O -3.8975 -1.4117 -2.6558
C -3.8646 -1.8936 -1.3197
H -1.7182 -2.6308 -5.4931
H -2.9002 -2.2320 -6.7505
H -3.3053 -3.6234 -5.7445
H -4.7308 -2.5436 -1.0333
H -3.9051 -1.0504 -0.6592
H -2.9633 -2.4424 -1.1618
C -2.0428 -0.7963 3.2457
O -1.8957 0.2007 4.2557
C -1.4735 -0.2303 5.4481
O -1.2647 -1.3610 5.7189
O -1.2515 0.8504 6.2014
C -0.6172 0.5015 7.5101
H -1.1088 -1.2613 2.9246
H -2.5682 -0.2320 2.4494
H -2.6293 -1.6376 3.5950
H -1.2605 -0.0985 8.1185
H -0.3581 1.4857 7.8917
H 0.3084 -0.0302 7.2908
C -1.4633 3.1711 2.9531
O -0.8720 4.3178 2.4428
C -0.0298 4.9843 3.1798
O 0.3368 4.7585 4.2845
O 0.5095 5.9664 2.4083
C 1.5573 6.6654 3.0806
H -0.8269 2.2897 2.8353
H -2.4053 2.9730 2.4196
H -1.6528 3.2607 4.0452
H 1.1733 7.6174 3.4596
H 2.2960 6.9211 2.2965
H 1.9790 6.0339 3.8945
C 2.7377 4.1726 -3.7436
O 1.9185 3.0730 -3.4597
H 2.8977 4.9174 -2.9265
H 3.7584 3.7850 -3.9110
H 2.4573 4.6063 -4.7078
H 1.0352 3.1953 -3.7254
C 4.6859 -4.1063 2.5219
O 3.4162 -4.4037 1.7881
H 5.1432 -5.0143 2.9086
H 5.3034 -3.5955 1.7728
H 4.5229 -3.3551 3.3070
H 2.7455 -4.7439 2.3838
C -0.6271 0.3862 -1.0779
O 0.3488 -0.0774 -0.1736
H -0.4393 1.4522 -1.3916
H -0.6961 -0.2569 -1.9385
H -1.6147 0.4629 -0.5339
H 1.1923 -0.2316 -0.6087
```

Record 4
Density functional theory data (wB97M-V/def2-TZVPD) for a molecular structure, C20H14F6I2N3O5SbW.

The charge is +3. The calculation puts the total energy at -2811.9475 a.u. As for the spin multiplicity: 2. For the relative energy (zero: lowest compared OMol25 entry of this formula, charge and spin), the calculation gives 439.4 kJ/mol. The LUMO energy (spin up / spin down) is -10.351 / -12.291 eV. For the HOMO energy (spin up / spin down), the calculation gives -16.33 / -16.33 eV.

The geometry in XYZ format:
```
52
C20H14F6I2N3O5SbW (wB97M-V/def2-TZVPD)
W -0.2327 -0.0225 -1.2547
I 2.2985 6.4434 1.7927
C 1.4105 4.6583 1.1120
C 0.6072 4.6897 -0.0407
C 0.0140 3.5101 -0.4124
I -0.9784 2.9936 -2.2314
C 0.1283 2.3312 0.3515
O -0.6252 1.2902 -0.0036
C 1.1006 2.2645 1.3642
C 1.5504 0.9158 1.8815
N 0.9132 -0.2326 1.1889
C 1.7936 -1.4244 1.1550
C 0.9535 -2.6743 1.1729
C 1.3415 -3.8659 1.7766
C 0.4454 -4.9230 1.7764
C -0.8029 -4.7853 1.1902
C -1.0983 -3.5651 0.5911
N -0.2338 -2.5739 0.6016
C 1.7091 3.4499 1.7535
H 0.4762 5.5860 -0.6274
H 1.3850 0.8602 2.9651
H 2.6292 0.8651 1.7048
H 0.0725 -0.4761 1.7270
H 2.4821 -1.4407 2.0085
H 2.3834 -1.3918 0.2237
H 2.3108 -3.9414 2.2457
H 0.7194 -5.8574 2.2487
H -1.5296 -5.5841 1.1925
H -2.0587 -3.3762 0.1136
H 2.4348 3.4313 2.5559
O 6.0368 0.4797 -8.2778
C 5.3830 0.5620 -7.3729
O 4.7090 0.7684 -6.4183
C 3.9311 0.1491 -5.3611
C 3.6357 -1.1986 -5.3486
C 2.8857 -1.6556 -4.2527
N 2.4625 -0.8711 -3.2820
C 2.7533 0.4238 -3.3352
C 3.4935 1.0033 -4.3673
C 2.1658 1.2680 -2.2328
O 2.1546 2.4724 -2.2499
O 1.5942 0.5680 -1.2635
H 3.9560 -1.8851 -6.1184
H 2.6349 -2.7048 -4.1757
H 3.6867 2.0641 -4.3822
F -1.6713 -0.8915 -0.4283
Sb -2.3494 -2.0245 -2.9283
F -4.1926 -1.7249 -2.4619
F -2.2908 0.0707 -2.3956
F -2.5644 -1.2166 -4.6764
F -0.0757 0.0659 -3.0932
F 0.2773 -1.7748 -1.6934
```